ORCA calculation (ωB97M-V/def2-TZVPD) on a structure of composition C3H5LiO3Rb.

## Properties
Energy ... -10193.405 eV
⟨S²⟩ ... 0.75
M ... 181.479 g mol⁻¹
F_max ... 1.4 eV/Å
HOMO-LUMO gap (spin up / spin down) ... 3.388 / 9.023 eV

ORCA input file:
```
! wB97M-V def2-TZVPD RIJCOSX def2/J DEFGRID3
* xyz 0 2
O 1.342 0.592 -0.298
C 1.335 -0.455 0.553
C 0.213 1.448 -0.082
O 1.867 -1.537 0.244
O -0.677 -0.725 -0.063
C -1.047 0.601 -0.282
H 0.282 2.282 -0.788
H 0.244 1.794 0.963
H -1.455 0.748 -1.297
H -1.825 0.911 0.438
H 1.154 -0.204 1.611
Li 0.630 -1.705 -1.409
Rb -2.063 -3.751 0.411
*
```

---

ORCA calculation (ωB97M-V/def2-TZVPD) on an isolated molecule of C5H4N2O.

## Properties
Structure (SMILES) ... c1cc2occn2n1
Energy ... -10273.532 eV
M ... 108.100 g mol⁻¹
F_max ... 11.8 eV/Å
HOMO-LUMO gap ... 9.443 eV

ORCA input file:
```
! wB97M-V def2-TZVPD RIJCOSX def2/J DEFGRID3
* xyz 0 1
C -2.041 0.134 -0.114
C -1.328 -1.050 0.040
C -0.042 -0.650 0.023
C 1.979 -0.008 -0.064
C 1.331 1.034 -0.116
H -3.117 0.087 -0.141
H -1.513 -2.076 -0.002
H 2.988 -0.490 -0.171
H 1.737 2.132 0.138
N 0.008 0.722 0.228
N -1.154 1.256 0.070
O 1.152 -1.090 0.109
*
```

---

ORCA calculation (ωB97M-V/def2-TZVPD) on an isolated molecule of C4H5ClO3.

## Properties
Structure (SMILES) ... O=C1CO[C@@H](CCl)O1
Energy ... -22892.267 eV
M ... 136.534 g mol⁻¹
F_max ... 4.6 eV/Å
HOMO-LUMO gap ... 11.200 eV

ORCA input file:
```
! wB97M-V def2-TZVPD RIJCOSX def2/J DEFGRID3
* xyz 0 1
C -0.386 -1.877 0.405
C -0.170 -0.468 -0.229
C 1.095 1.490 -0.041
C -0.461 1.782 -0.081
H 0.446 -2.629 0.285
H -0.708 -1.754 1.575
H -0.006 -0.781 -1.329
H 1.481 1.855 1.027
H 1.638 1.530 -1.016
O 0.949 0.050 0.277
O -0.957 2.853 -0.132
O -1.126 0.520 -0.222
Cl -1.795 -2.571 -0.518
*
```

---

ORCA calculation (ωB97M-V/def2-TZVPD) on the ion C4H10NO with charge +1.

## Properties
Structure (SMILES) ... C[NH2+][C@@H](C)C=O
Energy ... -7840.411 eV
M ... 88.130 g mol⁻¹
F_max ... 2.1 eV/Å
HOMO-LUMO gap ... 11.450 eV

ORCA input file:
```
! wB97M-V def2-TZVPD RIJCOSX def2/J DEFGRID3
* xyz 1 1
O 1.080 -2.209 0.241
C 0.180 -1.733 0.877
C -0.150 -0.278 0.613
N 0.596 0.076 -0.709
C 1.158 1.456 -0.780
C -1.628 -0.004 0.438
H -0.463 -2.424 1.426
H 0.302 0.389 1.340
H -0.137 -0.064 -1.410
H 1.184 -0.765 -0.871
H 1.902 1.572 -0.002
H 1.576 1.548 -1.780
H 0.326 2.152 -0.719
H -2.112 -0.796 -0.120
H -2.022 0.101 1.454
H -1.793 0.981 0.002
*
```

---

ORCA calculation (ωB97M-V/def2-TZVPD) on a structure of composition C56H44IrN4O6S.

## Properties
Energy ... -90704.694 eV
⟨S²⟩ ... 0.80
M ... 1093.274 g mol⁻¹
F_max ... 1.7 eV/Å
HOMO-LUMO gap (spin up / spin down) ... 5.235 / 5.105 eV

ORCA input file:
```
! wB97M-V def2-TZVPD RIJCOSX def2/J DEFGRID3
* xyz 0 2
Ir 0.907 2.157 0.070
O 0.211 3.097 3.975
C 0.213 2.846 2.792
N 1.212 2.282 2.039
C 2.378 1.742 2.516
O 2.718 1.570 3.665
C 3.316 1.372 1.368
C 4.559 0.834 1.633
C 5.404 0.558 0.571
C 4.988 0.861 -0.718
C 3.725 1.389 -0.907
N 2.903 1.619 0.113
C -0.987 3.206 1.918
C -2.101 3.794 2.481
C -3.158 4.143 1.655
C -3.070 3.871 0.298
C -1.933 3.252 -0.194
N -0.912 2.944 0.599
H 4.822 0.640 2.662
H 6.375 0.116 0.745
H 5.622 0.675 -1.573
H 3.345 1.634 -1.891
H -2.102 3.963 3.548
H -4.043 4.611 2.065
H -3.879 4.104 -0.379
H -1.837 2.974 -1.234
S 0.260 3.454 -4.172
C -0.316 1.811 -4.071
C -1.052 1.065 -5.001
C -1.546 -0.186 -4.580
C -1.228 -0.719 -3.362
C -0.310 -0.068 -2.423
C -0.033 1.301 -2.818
N 0.578 2.186 -1.979
C 0.805 3.359 -2.540
C 1.364 4.393 -1.695
C 1.717 5.665 -2.145
C 2.201 6.590 -1.244
C 2.319 6.235 0.099
C 1.964 4.973 0.549
C 1.480 4.009 -0.338
H -1.292 1.458 -5.978
H -2.208 -0.727 -5.243
H -1.630 -1.682 -3.072
H -0.671 -0.078 -1.318
H 1.611 5.925 -3.192
H 2.481 7.580 -1.574
H 2.695 6.962 0.808
H 2.069 4.739 1.600
C -1.509 -5.480 0.366
C -1.261 -4.189 1.120
C -1.405 -4.331 2.627
O 0.040 -3.727 0.784
C -0.018 -2.304 0.764
C -1.424 -2.065 0.179
O -2.157 -3.183 0.669
C -2.105 -0.702 0.507
O -1.267 0.243 -0.017
C -3.475 -0.600 -0.166
C -4.243 0.528 0.119
C -5.433 0.775 -0.539
C -5.892 -0.112 -1.508
C -5.148 -1.245 -1.791
C -3.953 -1.489 -1.118
C -2.255 -0.642 2.029
C -3.358 -1.169 2.695
C -3.430 -1.138 4.080
C -2.395 -0.583 4.823
C -1.287 -0.063 4.170
C -1.225 -0.098 2.782
C 1.212 -1.659 0.013
O 1.249 -0.344 0.300
C 1.087 -1.982 -1.459
C 1.199 -0.865 -2.364
C 1.597 -1.159 -3.738
C 1.566 -2.422 -4.213
C 1.184 -3.476 -3.329
C 0.965 -3.273 -1.987
C 2.538 -2.312 0.493
C 3.598 -2.608 -0.356
C 4.816 -3.049 0.145
C 4.993 -3.207 1.510
C 3.942 -2.907 2.368
C 2.730 -2.463 1.865
H -0.771 -6.231 0.647
H -1.444 -5.294 -0.706
H -2.504 -5.860 0.596
H -0.707 -5.077 3.006
H -2.423 -4.632 2.875
H -1.211 -3.373 3.108
H 0.043 -1.916 1.783
H -1.364 -2.132 -0.919
H -3.889 1.212 0.879
H -6.014 1.656 -0.294
H -6.827 0.072 -2.022
H -5.502 -1.954 -2.528
H -3.408 -2.398 -1.337
H -4.167 -1.613 2.127
H -4.297 -1.548 4.581
H -2.455 -0.553 5.903
H -0.473 0.378 4.730
H -0.361 0.273 2.248
H 1.800 -0.095 -1.868
H 1.813 -0.322 -4.393
H 1.802 -2.641 -5.245
H 1.115 -4.482 -3.725
H 0.785 -4.101 -1.317
H 3.494 -2.496 -1.430
H 5.625 -3.276 -0.538
H 5.936 -3.564 1.903
H 4.064 -3.021 3.437
H 1.932 -2.211 2.550
*
```

---

ORCA calculation (ωB97M-V/def2-TZVPD) on a structure of composition C30H27ClPTl.

## Properties
Energy ... -58049.908 eV
M ... 658.356 g mol⁻¹
F_max ... 1.9 eV/Å
HOMO-LUMO gap (spin up / spin down) ... 4.345 / 4.374 eV

ORCA input file:
```
! wB97M-V def2-TZVPD RIJCOSX def2/J DEFGRID3
* xyz 0 1
C -0.978 -1.821 3.214
C -0.879 -2.348 1.899
C 0.501 -2.533 1.598
H -1.707 -2.554 1.250
C 1.249 -2.130 2.735
C 0.343 -1.692 3.729
H 0.612 -1.325 4.698
H -1.877 -1.548 3.722
H 0.905 -2.914 0.686
H 2.315 -2.137 2.835
Tl -0.156 0.489 1.327
Cl 2.398 1.085 1.265
P 0.224 0.019 -1.904
C 1.321 -1.045 -2.906
C 0.896 -1.766 -4.038
H -0.139 -1.719 -4.350
C 1.804 -2.538 -4.756
H 1.457 -3.091 -5.632
C 3.140 -2.604 -4.361
H 3.843 -3.207 -4.929
C 3.573 -1.897 -3.237
H 4.619 -1.943 -2.930
C 2.676 -1.129 -2.500
H 2.988 -0.585 -1.618
C -1.423 -0.417 -2.574
C -2.063 -1.555 -2.025
H -1.566 -2.115 -1.241
C -3.309 -1.949 -2.501
H -3.787 -2.837 -2.084
C -3.942 -1.217 -3.509
H -4.916 -1.529 -3.877
C -3.325 -0.086 -4.044
H -3.814 0.492 -4.830
C -2.075 0.317 -3.582
H -1.602 1.197 -4.001
C 0.506 1.664 -2.648
C 1.220 1.867 -3.844
H 1.640 1.022 -4.373
C 1.380 3.155 -4.347
H 1.932 3.297 -5.277
C 0.842 4.250 -3.669
H 0.970 5.251 -4.070
C 0.141 4.059 -2.477
H -0.285 4.912 -1.947
C -0.023 2.781 -1.956
H -0.549 2.621 -1.023
C -0.325 1.679 3.755
C -0.338 1.211 5.079
C -1.449 0.535 5.686
C -1.488 0.343 7.056
C -0.412 0.753 7.849
C 0.723 1.343 7.282
C 0.783 1.518 5.913
H -1.277 1.887 3.288
H 0.625 2.072 3.388
H -2.289 0.243 5.033
H -2.376 -0.120 7.511
H -0.453 0.611 8.948
H 1.561 1.683 7.900
H 1.636 1.997 5.411
*
```

---

ORCA calculation (ωB97M-V/def2-TZVPD) on a cluster of 2 separate species, CH5BO3 in total.

## Properties
Energy ... -7936.448 eV
M ... 75.860 g mol⁻¹
F_max ... 4.3 eV/Å
HOMO-LUMO gap ... 9.352 eV

ORCA input file:
```
! wB97M-V def2-TZVPD RIJCOSX def2/J DEFGRID3
* xyz 0 1
B -0.642 0.321 -0.844
C 0.717 -0.718 0.834
O -1.245 -0.577 -1.582
O -1.354 2.447 -1.337
O 0.254 0.448 0.143
H 1.414 -0.344 1.550
H 1.133 -1.421 0.036
H -0.069 -1.306 1.413
H -1.755 -0.244 -2.261
H -1.449 2.454 -0.406
*
```

---

ORCA calculation (ωB97M-V/def2-TZVPD) on a cluster of 2 separate species, C3H10N5 in total.

## Properties
Energy ... -10712.472 eV
M ... 116.148 g mol⁻¹
F_max ... 6.6 eV/Å
HOMO-LUMO gap (spin up / spin down) ... 9.232 / 9.232 eV

ORCA input file:
```
! wB97M-V def2-TZVPD RIJCOSX def2/J DEFGRID3
* xyz 1 1
C -0.932 1.474 0.204
C -2.223 2.056 0.228
C -1.698 -2.091 -0.349
N 0.254 1.246 0.248
N 0.901 -0.045 0.123
N 0.236 -1.037 0.058
N -1.007 -0.906 -0.030
N 3.601 0.175 -0.126
H -2.162 3.083 0.468
H -2.929 1.403 0.769
H -2.796 1.883 -0.717
H -2.664 -1.958 -0.507
H -1.232 -2.523 -1.256
H -1.616 -2.958 0.467
H 4.176 -0.723 -0.084
H 1.907 0.084 0.073
H 3.770 0.588 -1.014
H 4.101 0.684 0.652
*
```

---

ORCA calculation (ωB97M-V/def2-TZVPD) on a structure of composition C28H42CrN5O6P2S.

## Properties
Energy ... -107284.179 eV
⟨S²⟩ ... 3.79
M ... 690.684 g mol⁻¹
F_max ... 0.3 eV/Å
HOMO-LUMO gap (spin up / spin down) ... 7.907 / 7.770 eV

ORCA input file:
```
! wB97M-V def2-TZVPD RIJCOSX def2/J DEFGRID3
* xyz 2 4
Cr -0.034 -0.043 -0.004
S 2.024 1.938 3.377
C 3.267 1.489 2.299
C 2.797 0.866 1.175
C 1.385 0.732 1.173
C 0.846 1.258 2.324
C -0.579 1.174 2.562
C -1.253 1.690 3.668
C -2.619 1.517 3.762
C -3.294 0.835 2.755
C -2.565 0.354 1.687
N -1.243 0.514 1.586
H 4.291 1.712 2.550
H 3.449 0.505 0.396
H -0.703 2.215 4.435
H -3.158 1.910 4.613
H -4.361 0.677 2.798
H -3.042 -0.183 0.878
N -2.346 -3.435 -1.191
C -3.157 -2.663 -1.988
C -2.719 -1.384 -1.835
N -1.654 -1.355 -0.968
C -1.460 -2.610 -0.599
C -0.414 -2.908 0.357
N 0.316 -1.900 0.800
C 1.210 -2.422 1.698
C 1.005 -3.765 1.792
N -0.027 -4.062 0.932
H -2.419 -4.433 -1.084
H -3.955 -3.086 -2.570
H -3.119 -0.492 -2.284
H 1.927 -1.799 2.205
H 1.488 -4.523 2.381
H -0.414 -4.980 0.790
C 1.752 -2.914 -5.515
C 0.978 -1.635 -5.299
C -0.390 -1.645 -5.944
O 0.797 -1.493 -3.838
P 1.082 -0.175 -3.045
O 1.107 -0.521 -1.589
C -0.207 1.021 -3.447
P -0.353 2.335 -2.214
O -0.460 1.695 -0.868
O 0.909 3.228 -2.307
C 1.099 4.318 -3.295
C 2.490 4.151 -3.857
C 0.878 5.631 -2.582
O -1.536 3.259 -2.610
C -3.001 3.139 -2.528
C -3.425 2.523 -1.213
C -3.516 2.409 -3.748
O 2.370 0.510 -3.590
C 3.741 0.165 -3.135
C 4.532 -0.213 -4.364
C 4.285 1.371 -2.410
H 1.960 -3.043 -6.577
H 1.174 -3.772 -5.172
H 2.699 -2.895 -4.979
H 1.563 -0.776 -5.637
H -0.982 -2.478 -5.567
H -0.286 -1.761 -7.022
H -0.931 -0.716 -5.762
H -1.155 0.480 -3.482
H -0.018 1.438 -4.439
H 0.348 4.177 -4.076
H 3.232 4.278 -3.071
H 2.666 4.909 -4.619
H 2.615 3.167 -4.310
H 1.600 5.744 -1.774
H -0.128 5.691 -2.171
H 1.013 6.454 -3.282
H -3.311 4.183 -2.564
H -3.069 1.496 -1.122
H -4.514 2.514 -1.164
H -3.044 3.091 -0.367
H -3.258 1.349 -3.728
H -3.126 2.851 -4.663
H -4.603 2.482 -3.778
H 3.641 -0.687 -2.456
H 4.579 0.627 -5.058
H 4.095 -1.070 -4.874
H 5.550 -0.474 -4.077
H 4.485 2.180 -3.111
H 5.222 1.109 -1.918
H 3.583 1.727 -1.658
*
```

---

ORCA calculation (ωB97M-V/def2-TZVPD) on the ion C22H32N3O5 with charge +1.

## Properties
Structure (SMILES) ... COc1cc(/C=C/C(=O)N2CC[NH+](CC(=O)N3CCCC3)CC2)cc(OC)c1OC
Energy ... -38034.321 eV
M ... 418.514 g mol⁻¹
F_max ... 0.9 eV/Å
HOMO-LUMO gap ... 7.743 eV

ORCA input file:
```
! wB97M-V def2-TZVPD RIJCOSX def2/J DEFGRID3
* xyz 1 1
C -5.179 3.199 1.615
H -4.262 3.475 1.083
O -6.021 2.405 0.816
C -5.593 1.181 0.427
C -4.339 0.658 0.686
C -3.982 -0.613 0.217
C -4.929 -1.359 -0.482
C -6.197 -0.860 -0.737
C -6.533 0.436 -0.324
O -7.745 1.019 -0.549
C -8.179 1.098 -1.898
H -9.213 1.432 -1.856
H -7.580 1.836 -2.441
H -8.118 0.140 -2.416
O -7.075 -1.664 -1.425
C -8.247 -2.028 -0.710
H -7.991 -2.682 0.130
H -8.789 -1.159 -0.333
H -8.869 -2.573 -1.417
H -4.697 -2.354 -0.828
C -2.686 -1.196 0.450
C -1.621 -0.639 1.056
C -0.412 -1.427 1.250
O -0.336 -2.627 1.067
N 0.701 -0.739 1.751
C 1.084 0.568 1.293
H 0.207 1.151 1.015
H 1.611 1.092 2.098
C 2.004 0.449 0.066
N 3.185 -0.368 0.409
C 4.250 -0.377 -0.605
H 3.962 0.195 -1.488
H 4.499 -1.394 -0.912
C 5.454 0.292 0.106
O 5.247 0.677 1.259
N 6.591 0.405 -0.538
C 6.875 -0.066 -1.884
C 8.268 0.491 -2.180
H 8.190 1.495 -2.595
C 8.917 0.542 -0.798
H 9.255 -0.451 -0.501
C 7.768 1.000 0.090
H 7.666 2.089 0.085
H 7.844 0.666 1.125
H 9.762 1.223 -0.759
H 8.816 -0.133 -2.881
H 6.881 -1.161 -1.901
H 6.125 0.291 -2.594
C 2.775 -1.706 0.886
H 3.663 -2.276 1.163
C 1.851 -1.544 2.093
H 1.494 -2.527 2.405
H 2.384 -1.068 2.922
H 2.238 -2.226 0.088
H 3.726 0.130 1.213
H 2.334 1.440 -0.250
H 1.465 -0.037 -0.752
H -1.650 0.357 1.468
H -2.556 -2.209 0.086
H -3.623 1.235 1.247
H -4.922 2.696 2.553
H -5.750 4.099 1.835
*
```

---

ORCA calculation (ωB97M-V/def2-TZVPD) on a cluster of 2 separate species, CH6N2S in total.

## Properties
Energy ... -14948.068 eV
M ... 78.140 g mol⁻¹
F_max ... 2.5 eV/Å
HOMO-LUMO gap ... 7.214 eV

ORCA input file:
```
! wB97M-V def2-TZVPD RIJCOSX def2/J DEFGRID3
* xyz 0 1
S -1.688 -0.190 -0.039
H -2.082 0.959 0.532
N 1.279 -0.299 -1.039
C 0.922 0.558 -0.044
N 1.050 0.211 1.225
H 0.624 -1.059 -1.106
H 1.547 0.104 -1.920
H 0.519 1.534 -0.283
H 0.278 0.445 1.832
H 1.619 -0.577 1.488
*
```

---

Question: Among the records above, which one has the highest M?
Answer: C56H44IrN4O6S

---

Question: M of number 7 (CH5BO3)?
Answer: 75.860 g mol⁻¹